1.
{
  "formula": "C18H20FNO4S",
  "method": "wB97M-V/def2-TZVPD",
  "symbols": ["C", "H", "H", "H", "C", "H", "C", "H", "C", "C", "C", "H", "H", "N", "C", "O", "C", "H", "H", "S", "C", "C", "H", "C", "C", "H", "C", "C", "F", "O", "H", "O", "C", "H", "H", "O", "H", "H", "C", "H", "H", "H", "C", "C", "H"],
  "coordinates": [[7.027307, -1.288083, 1.293407], [5.192574, 1.572990, 1.646088], [-0.679511, -0.595609, -4.434446], [2.776290, -1.093054, 2.491083], [-1.528584, -0.026732, 4.638877], [6.895635, -2.369041, 1.351087], [4.932671, -2.259475, 3.106784], [5.904427, -2.361161, 3.593788], [7.280231, 1.500561, 1.069494], [0.742617, 1.423811, 2.235904], [1.416797, -0.156736, -4.150094], [4.140749, -2.239949, 3.858325], [-0.812385, -0.546877, 5.283231], [4.842706, -1.014289, 2.330751], [-0.147057, -0.638827, -2.363156], [0.559412, 2.621729, 2.378032], [8.342173, 0.656571, 0.705302], [-1.153214, -0.849018, -1.997341], [4.758988, -3.150254, 2.494310], [0.527817, -0.580153, 0.309297], [5.982959, -0.446839, 1.713069], [3.624843, -0.516548, 2.117441], [9.281905, 1.095035, 0.359891], [2.202702, -0.275545, -1.860187], [6.060481, 0.940184, 1.478771], [1.611684, 0.020181, -5.204610], [2.446105, -0.055641, -3.215494], [0.129778, -0.482103, -3.720980], [2.093693, 1.647204, 0.329654], [1.013710, -1.858231, 0.798782], [7.398997, 2.591431, 1.042480], [0.191962, 0.469246, 3.039020], [-0.892637, 1.043393, 3.791015], [-0.482008, 1.842699, 4.419234], [8.992941, -1.393053, 0.404455], [-0.869322, -0.196897, 0.436146], [-2.057997, -0.757148, 4.021336], [-1.608316, 1.462287, 3.072656], [8.194212, -0.737711, 0.761235], [-2.254378, 0.449971, 5.294695], [3.451262, 0.205617, -3.530563], [3.532450, 0.359955, 1.467337], [1.504280, 0.753539, 1.140389], [0.894796, -0.499566, -1.442773], [3.011813, -0.254758, -1.133145]],
  "atomic_forces_ev_per_a": [[-0.2, 0.2, 0.2], [0.3, 0.0, 0.3], [0.1, 0.0, 0.0], [0.0, 0.6, 0.1], [-0.2, -0.2, 0.0], [0.2, 0.3, 0.1], [0.0, -0.5, 0.4], [-0.2, 0.3, -0.1], [-0.2, -0.5, -0.2], [0.2, -0.8, -2.5], [-0.1, 0.0, 0.3], [0.2, 0.1, -0.1], [0.0, 0.1, -0.2], [-3.3, 0.2, -0.6], [0.2, 0.2, 0.2], [0.6, -0.6, 0.3], [-0.2, 0.0, 0.1], [0.3, 0.2, -0.1], [0.1, 0.3, -0.2], [0.2, 2.5, 0.9], [1.5, 0.7, -0.9], [3.0, -1.1, 0.0], [-0.3, -0.2, 0.1], [-0.3, 0.0, -0.3], [0.5, -0.3, 0.4], [0.0, 0.0, 0.2], [0.1, -0.1, 0.1], [0.0, -0.1, 0.2], [0.8, 1.4, -1.7], [-0.2, -0.2, 0.0], [-0.2, -0.6, -0.2], [-0.2, 0.6, 0.4], [0.1, -0.2, 0.3], [-0.2, -0.1, -0.2], [-0.3, 0.2, 0.2], [-0.1, -1.2, -0.2], [0.1, 0.0, 0.1], [0.1, 0.0, 0.3], [-0.2, 0.4, 0.1], [-0.2, 0.0, 0.1], [-0.1, -0.1, -0.1], [-0.2, -0.5, 0.6], [-2.1, -1.3, 1.8], [0.2, 0.0, 0.0], [-0.2, 0.2, -0.2]],
  "nbo_charge": [-0.24, 0.24, 0.21, 0.26, -0.62, 0.23, -0.43, 0.23, -0.19, 0.70, -0.21, 0.24, 0.20, -0.32, -0.22, -0.65, -0.19, 0.25, 0.24, 2.08, 0.18, 0.15, 0.23, -0.21, -0.23, 0.22, -0.22, -0.20, -0.37, -0.98, 0.24, -0.54, -0.07, 0.18, 0.23, -0.95, 0.22, 0.19, -0.20, 0.21, 0.21, 0.26, -0.38, -0.22, 0.21],
  "e_lumo_ev": -1.65,
  "homo_ev": -6.333,
  "homo_lumo_gap_ev": 4.69,
  "largest_force_ev_per_a": 3.37
}

***

2.
{
  "formula": "C18H20IIrN5PS2",
  "method": "wB97M-V/def2-TZVPD",
  "symbols": ["H", "H", "H", "N", "H", "N", "C", "C", "S", "C", "C", "C", "C", "C", "C", "H", "H", "H", "H", "N", "C", "H", "Ir", "C", "H", "C", "H", "C", "C", "H", "H", "H", "H", "H", "C", "P", "H", "I", "H", "N", "S", "C", "H", "C", "C", "H", "C", "N"],
  "coordinates": [[-1.763987, 4.029880, -1.828608], [-4.638807, -5.038099, -1.065739], [1.428630, 1.486375, -0.907235], [1.768564, -0.984989, 0.946545], [0.685813, 1.785456, 1.795187], [-2.452665, 2.479240, -0.610658], [3.972086, -0.871720, 1.606291], [1.657331, -1.066529, 2.264497], [-0.060307, -1.292837, 2.658738], [-2.170287, 3.225432, 0.610578], [-3.094856, -2.534923, 0.589750], [-1.548934, 2.978916, -1.639997], [5.809994, -0.674154, 0.122076], [-0.357712, 1.802741, 1.478981], [3.562781, -0.786610, -0.782987], [6.032698, -0.765133, 2.256875], [-1.000946, 1.540891, 2.320174], [-3.058560, 0.699765, 0.335008], [-2.592775, 0.516444, -1.351046], [-1.920683, -2.509509, -0.066926], [-2.343782, 1.032374, -0.420549], [-3.204877, -1.834372, 1.406358], [-0.124536, -1.519577, 0.362948], [0.153085, 3.688977, -0.030776], [2.888673, -0.802332, -1.631769], [-3.873671, -4.324410, -0.787972], [-1.668691, 2.419552, -2.566807], [4.928908, -0.683818, -0.965512], [3.089072, -0.880109, 0.522177], [-2.383682, 4.281426, 0.452698], [5.327384, -0.615211, -1.968599], [1.195007, 3.608103, 0.269996], [-0.124887, 4.724155, -0.211660], [6.873735, -0.599808, -0.056146], [-1.737997, -3.383305, -1.062452], [-0.634436, 0.573323, 0.089265], [-2.450181, -5.002058, -2.276698], [0.191905, -3.118997, -1.851709], [-2.760980, 2.855506, 1.446980], [-0.145099, 2.860946, -1.197347], [3.112931, -1.020528, 3.123270], [0.368961, 1.513888, -1.168333], [0.229952, 1.053358, -2.149476], [5.347347, -0.766681, 1.420107], [-4.091640, -3.427386, 0.246721], [-5.022736, -3.422416, 0.795865], [-2.658663, -4.312685, -1.470367], [-0.738500, 3.081444, 0.948274]],
  "atomic_forces_ev_per_a": [[0.0, 0.0, 0.0], [0.0, 0.0, 0.0], [0.0, 0.0, 0.0], [-0.3, 0.1, 0.4], [0.0, 0.0, 0.0], [0.0, 0.0, 0.1], [0.0, 0.0, 0.0], [-0.3, 0.0, -0.2], [0.3, 0.1, 0.1], [0.1, 0.0, 0.0], [0.1, 0.0, 0.0], [0.0, 0.0, -0.1], [0.0, 0.0, 0.0], [-0.1, 0.0, -0.1], [0.0, 0.0, 0.0], [0.0, 0.0, 0.0], [0.0, 0.0, 0.0], [0.0, 0.0, 0.0], [0.0, 0.0, 0.0], [-0.1, 0.2, 0.3], [0.0, 0.1, -0.1], [0.0, 0.0, 0.0], [0.3, -0.5, -0.2], [0.0, -0.1, 0.0], [0.0, 0.0, 0.0], [0.0, 0.0, 0.0], [0.0, 0.0, 0.0], [-0.1, 0.0, -0.1], [0.1, 0.0, -0.1], [0.0, 0.0, 0.0], [0.0, 0.0, 0.0], [0.0, 0.0, 0.0], [0.0, 0.0, 0.0], [0.0, 0.0, 0.0], [0.0, -0.1, -0.1], [0.1, -0.1, 0.0], [0.0, 0.0, 0.0], [0.0, 0.1, -0.1], [0.0, 0.0, 0.0], [0.0, 0.0, 0.0], [-0.1, 0.0, 0.1], [0.0, 0.0, -0.1], [0.0, 0.0, 0.0], [0.0, 0.0, 0.0], [0.0, 0.1, 0.1], [0.0, 0.0, 0.0], [0.0, 0.0, 0.0], [0.0, 0.1, 0.1]],
  "mulliken_spin": [0.00, 0.00, 0.00, 0.00, 0.00, 0.04, 0.00, 0.00, 0.00, -0.01, 0.00, -0.02, 0.00, 0.01, 0.00, 0.00, 0.02, 0.00, 0.00, 0.00, 0.01, 0.00, 0.02, -0.01, 0.00, 0.00, 0.01, 0.00, 0.00, 0.00, 0.00, 0.00, 0.00, 0.00, 0.00, 0.06, 0.00, 0.00, 0.01, 0.40, 0.00, 0.01, 0.01, 0.00, 0.00, 0.00, 0.00, 0.46],
  "e_lumo_ev": [-10.81, -12.04],
  "homo_ev": [-17.007, -17.006],
  "homo_lumo_gap_ev": [6.20, 4.97],
  "multiplicity": 2,
  "total_charge": 3,
  "largest_force_ev_per_a": 0.58
}